Below is an isolated molecule of C15H25BrN2, with properties calculated with wB97M-V/def2-TZVPD.

Cartesian coordinates (Å):
C (-4.706, -2.512, -0.834)
H (-5.041, -3.536, -0.690)
H (-5.504, -1.954, -1.320)
H (-3.841, -2.521, -1.492)
C (-4.349, -1.886, 0.521)
N (-3.950, -0.495, 0.487)
C (-2.751, -0.229, -0.278)
H (-2.098, -1.101, -0.192)
C (-2.013, 0.996, 0.298)
N (-0.675, 1.233, -0.205)
C (0.284, 0.215, 0.175)
C (1.674, 0.783, 0.297)
C (1.858, 2.139, 0.542)
C (3.123, 2.682, 0.667)
C (4.241, 1.872, 0.555)
C (4.085, 0.517, 0.325)
C (2.811, -0.009, 0.200)
Br (2.655, -1.892, -0.096)
H (4.945, -0.130, 0.242)
H (5.233, 2.287, 0.649)
H (3.239, 3.739, 0.854)
H (0.977, 2.755, 0.628)
H (0.298, -0.627, -0.539)
H (-0.003, -0.191, 1.151)
C (-0.583, 1.530, -1.627)
C (-1.351, 2.786, -2.016)
H (-1.074, 3.083, -3.025)
H (-1.108, 3.598, -1.335)
H (-2.425, 2.621, -1.996)
H (-0.919, 0.682, -2.248)
H (0.478, 1.691, -1.842)
H (-2.600, 1.897, 0.117)
H (-1.941, 0.864, 1.381)
H (-2.964, -0.064, -1.348)
C (-5.038, 0.445, 0.265)
C (-5.350, 1.225, 1.542)
H (-5.620, 0.538, 2.339)
H (-4.481, 1.793, 1.861)
H (-6.178, 1.910, 1.373)
H (-4.775, 1.146, -0.534)
H (-5.944, -0.083, -0.053)
H (-3.528, -2.454, 0.970)
H (-5.208, -1.961, 1.193)

Output
SMILES = CCN(CC)CCN(CC)Cc1ccccc1Br
lowest unoccupied orbital energy = 0.76 eV
HOMO-LUMO gap = 8.767 eV
F_max = 0.41 eV Å⁻¹
energy above the lowest of the compared OMol25 structures with the same formula, charge and spin = 10.34 kJ/mol
highest occupied orbital energy = -0.2941 Eh